No. 1
Density functional theory data (ωB97M-V/def2-TZVPD) for a molecular structure, C30H49As3Br2NOS5SbTi at a distorted geometry.

```
93
Properties=species:S:1:pos:R:3:forces:R:3:lowdin_charge:R:1
Ti 0.245 -0.418 0.680 0.57 -0.11 -1.81 0.19
Br -2.450 -3.505 3.508 -0.03 0.01 0.00 0.80
C -2.056 -1.675 3.769 -0.11 -0.24 0.09 -0.59
C -2.471 -1.034 4.942 0.01 0.00 0.02 -0.17
C -2.182 0.289 5.140 0.00 0.03 0.08 -0.62
Br -2.814 1.124 6.719 0.02 0.01 0.03 0.77
C -1.432 1.033 4.201 0.10 0.07 -0.06 -0.19
C -1.047 2.396 4.331 -0.03 -0.09 -0.01 -0.03
C -0.318 2.978 3.320 -0.08 0.12 0.13 -0.05
C 0.045 2.251 2.196 -0.14 -0.56 -0.02 -0.21
N -0.282 0.945 2.025 -0.20 0.70 1.30 -0.10
C -1.027 0.351 3.039 0.03 0.40 0.00 -0.14
C -1.368 -0.997 2.789 -0.03 -0.04 -0.26 -0.39
O -1.005 -1.495 1.615 -1.29 -0.38 1.00 -0.35
H -3.028 -1.584 5.688 0.01 -0.02 -0.03 0.10
H -1.312 2.953 5.218 -0.01 -0.03 -0.02 0.08
H 0.001 4.010 3.403 0.01 -0.05 -0.03 0.11
H 0.655 2.686 1.420 0.08 0.06 -0.09 0.08
C 2.650 -1.622 -1.865 0.03 -0.03 0.10 -0.30
As 2.187 0.075 -1.007 0.37 -0.13 -0.97 1.03
C 4.019 0.652 -0.713 -0.02 0.10 0.11 -0.30
C 1.740 0.928 -2.729 -0.03 0.21 0.14 -0.35
C 1.141 2.350 -2.763 -0.01 0.05 0.08 -0.66
C 1.375 2.871 -4.191 -0.01 0.01 0.00 -0.07
C -0.382 2.319 -2.531 0.27 0.06 0.12 -0.31
As -1.102 1.330 -0.979 -0.28 0.14 -0.18 1.14
C -2.642 0.544 -1.890 0.02 -0.09 0.03 -0.31
C -2.155 2.720 -0.107 0.01 -0.07 0.07 -0.28
C 1.887 3.216 -1.726 -0.08 -0.06 -0.19 -0.39
As 1.880 5.204 -1.571 0.01 0.03 0.06 1.14
C 0.338 5.432 -0.383 -0.01 -0.02 0.05 -0.35
C 0.974 5.905 -3.164 -0.05 0.01 -0.05 -0.36
H 3.332 -1.438 -2.693 0.03 0.03 -0.05 0.04
H 1.754 -2.110 -2.241 -0.07 -0.01 -0.05 -0.01
H 3.125 -2.273 -1.137 0.03 -0.03 0.06 0.01
H 4.539 0.709 -1.667 0.02 -0.01 -0.06 0.04
H 4.496 -0.092 -0.078 0.03 -0.05 0.04 0.03
H 4.058 1.611 -0.205 0.01 0.07 0.02 0.01
H 1.053 0.233 -3.218 -0.04 -0.07 -0.08 0.08
H 2.667 0.919 -3.304 0.07 0.00 -0.07 0.08
H 1.136 2.089 -4.917 0.00 0.04 0.03 0.09
H 2.423 3.154 -4.331 -0.04 -0.04 -0.02 0.09
H 0.753 3.735 -4.416 0.03 -0.04 -0.01 0.05
H -0.859 1.869 -3.403 -0.03 -0.02 -0.06 0.08
H -0.755 3.341 -2.445 -0.05 0.05 -0.05 0.06
H -3.249 1.334 -2.329 -0.02 0.04 -0.04 0.04
H -3.238 -0.006 -1.162 -0.02 -0.02 0.01 0.02
H -2.318 -0.143 -2.669 0.04 0.00 -0.01 -0.01
H -2.754 3.239 -0.851 -0.02 0.04 -0.04 0.04
H -1.538 3.426 0.433 0.08 0.08 0.04 -0.01
H -2.812 2.227 0.609 -0.03 0.00 0.03 0.04
H 2.951 2.999 -1.837 0.06 -0.03 0.00 0.04
H 1.620 2.882 -0.717 0.02 -0.03 0.08 0.03
H 0.525 4.930 0.567 0.00 0.01 0.00 0.00
H -0.577 5.045 -0.828 -0.05 -0.01 0.00 0.00
H 0.206 6.495 -0.181 0.02 0.00 -0.01 0.02
H 1.575 5.758 -4.058 0.00 0.02 0.01 0.01
H 0.874 6.979 -2.998 -0.01 0.00 0.01 0.02
H -0.021 5.482 -3.309 0.04 0.01 -0.01 0.01
C 1.387 -3.307 4.729 0.06 -0.01 0.04 -0.39
S 3.164 -2.967 4.607 -0.09 -0.10 0.00 0.82
C 3.121 -1.324 4.007 0.09 -0.01 0.08 -1.01
C 2.673 -0.937 2.798 -0.11 -0.04 -0.19 -1.04
S 1.997 -1.964 1.549 0.56 0.25 0.34 0.59
S 2.794 0.780 2.495 0.32 -0.12 0.08 0.87
C 3.537 1.262 3.981 -0.16 0.09 -0.04 -1.49
S 3.923 2.825 4.305 0.04 0.07 0.03 0.52
S 3.743 -0.065 5.051 0.07 -0.04 0.10 0.92
H 1.305 -4.366 4.971 -0.06 0.03 0.01 0.04
H 0.903 -3.111 3.773 0.01 -0.04 0.03 -0.01
H 0.937 -2.711 5.520 -0.03 0.00 0.01 0.04
C -2.675 -3.013 -3.790 0.11 -0.13 0.02 -0.19
C -1.443 -3.562 -3.062 -0.06 0.25 -0.18 -0.43
Sb -1.070 -2.600 -1.164 0.08 -0.50 0.21 1.43
C 0.017 -4.232 -0.244 -0.08 -0.04 -0.18 -0.42
C 0.153 -5.514 -1.063 -0.03 0.03 0.13 -0.18
C -3.016 -3.025 -0.356 0.01 -0.05 -0.10 -0.42
C -3.356 -4.513 -0.310 -0.05 0.11 0.02 -0.18
H -2.837 -3.551 -4.728 0.00 0.04 0.01 0.07
H -2.569 -1.954 -4.036 -0.01 -0.03 0.01 0.05
H -3.582 -3.132 -3.192 0.05 0.04 -0.01 0.06
H -0.553 -3.452 -3.686 -0.02 -0.04 0.03 0.05
H -1.562 -4.624 -2.850 0.00 0.04 -0.03 0.03
H -0.497 -4.413 0.701 0.06 0.03 0.08 0.04
H 1.002 -3.842 0.000 0.05 -0.01 0.06 -0.02
H -0.816 -5.965 -1.286 0.04 0.01 0.00 0.05
H 0.734 -6.253 -0.504 -0.02 0.02 -0.04 0.07
H 0.668 -5.339 -2.010 -0.02 -0.01 0.01 0.06
H -3.737 -2.481 -0.971 -0.04 0.01 0.04 0.04
H -3.025 -2.586 0.639 0.02 0.00 0.01 0.01
H -3.468 -4.935 -1.312 0.03 0.00 0.03 0.06
H -4.297 -4.672 0.223 0.02 -0.01 -0.05 0.07
H -2.588 -5.084 0.215 -0.03 0.01 -0.01 0.05
```
Positions in Å, forces in eV/Å.

2S+1 = 3
HOMO (spin up / spin down) = -5.88 / -7.17 eV
Relative energy (zero: lowest compared OMol25 entry of this formula, charge and spin) = 119.8 kJ/mol
Largest force on an atom = 1.9 eV/Å
Energy = -441872.784 eV
Gap between HOMO and LUMO (spin up / spin down) = 5.72 / 6.92 eV
Total charge = 0

No. 2
Density functional theory data (ωB97M-V/def2-TZVPD) for 2 unconnected molecules or ions with the total composition C2HBrClF3 at a distorted geometry.

```
8
Properties=species:S:1:pos:R:3:forces:R:3:lowdin_charge:R:1
C 1.338 -0.038 -0.603 0.76 -3.10 2.31 -0.77
C -1.115 0.024 0.632 -0.78 -0.80 -0.24 -0.87
F 1.210 -0.961 -1.597 0.29 0.91 0.88 -0.07
F -0.943 -0.623 1.767 0.05 -0.15 0.18 0.04
F -1.405 1.265 0.859 -0.07 1.16 0.36 0.05
Cl 1.623 1.513 -0.961 0.32 1.81 -0.86 0.74
Br -2.349 -0.782 -0.572 0.07 -0.17 0.02 0.75
H 1.640 -0.399 0.476 -0.65 0.34 -2.64 0.12
```
Positions in Å, forces in eV/Å.

2S+1 = 3
HOMO (spin up / spin down) = -7.69 / -11.36 eV
Relative energy (zero: lowest compared OMol25 entry of this formula, charge and spin) = 0.0 kJ/mol
Largest force on an atom = 3.9 eV/Å
Energy = -92803.032 eV
Gap between HOMO and LUMO (spin up / spin down) = 8.46 / 10.11 eV
Total charge = 0

No. 3
Density functional theory data (ωB97M-V/def2-TZVPD) for C8H10O3S in the gas phase at a distorted geometry.

```
22
Properties=species:S:1:pos:R:3:forces:R:3:lowdin_charge:R:1
C 0.815 0.949 -0.424 -3.97 -0.11 -1.52 -0.23
C -0.233 0.095 -0.243 3.53 -1.82 0.67 -0.10
C 2.123 0.560 -0.022 1.70 -0.60 0.97 -0.67
C 0.252 -2.214 -0.944 -0.88 -1.90 -1.07 -0.35
C 0.645 -1.738 0.377 -0.73 4.01 -0.84 -0.57
C 0.635 2.279 -1.142 2.86 -1.18 -1.17 -0.01
C -0.121 -2.110 1.573 -1.17 -0.78 2.98 -0.14
C -2.178 1.191 0.327 1.01 3.08 0.12 -0.04
O 3.121 1.241 0.007 -0.58 0.15 -0.38 0.04
O 0.881 -2.179 -1.973 0.32 0.36 0.25 0.04
O -1.535 0.099 -0.287 0.15 -0.95 -0.98 -0.05
S 2.260 -1.076 0.682 0.23 -0.68 -0.38 1.06
H -0.779 -2.725 -0.991 0.79 0.71 0.45 0.15
H -0.281 2.438 -1.615 -1.97 0.34 0.23 0.06
H 1.286 2.335 -2.088 -0.25 -0.34 1.60 0.13
H 1.010 2.996 -0.452 -0.15 1.27 0.18 0.08
H -0.924 -1.310 1.751 0.98 -1.43 0.21 0.10
H 0.519 -2.260 2.542 -0.96 0.82 -1.88 0.11
H -0.607 -3.115 1.523 0.04 0.81 -0.45 0.09
H -2.687 1.953 -0.345 0.61 -1.39 0.09 0.11
H -1.273 1.761 0.724 -1.84 -0.30 0.56 0.12
H -2.931 0.832 1.019 0.29 -0.06 0.35 0.09
```
Positions in Å, forces in eV/Å.

HOMO = -8.86 eV
Relative energy (zero: lowest compared OMol25 entry of this formula, charge and spin) = 40.6 kJ/mol
Largest force on an atom = 4.3 eV/Å
Energy = -25431.837 eV
Gap between HOMO and LUMO = 8.97 eV
Total charge = 0

No. 4
Density functional theory data (ωB97M-V/def2-TZVPD) for a molecular structure, C43H50N5OP2SSnTe at a distorted geometry.

```
104
Properties=species:S:1:pos:R:3:forces:R:3:lowdin_charge:R:1
Sn -1.859 -0.170 -0.111 -0.43 0.13 0.16 1.24
N -0.452 -0.046 1.951 -0.37 0.04 0.23 0.01
C -1.241 0.335 3.141 0.12 0.06 -0.23 -0.40
C -2.535 -0.453 3.115 -0.30 0.07 -0.12 -0.11
N -3.369 -0.251 1.889 0.07 0.26 0.10 -0.20
C -4.361 -1.371 1.805 0.20 0.13 -0.05 -0.15
C -4.806 -1.716 0.399 0.27 0.08 -0.08 -0.20
N -3.608 -1.909 -0.455 -0.25 0.11 0.24 -0.07
C -4.076 1.084 2.003 0.03 -0.29 -0.09 -0.14
C -4.617 1.596 0.687 0.19 -0.14 -0.06 -0.20
N -3.500 1.684 -0.284 -0.14 -0.05 0.28 -0.08
H 0.024 -0.930 2.124 0.08 -0.11 -0.08 0.06
H 0.272 0.653 1.814 0.06 -0.04 0.02 0.04
H -1.056 2.191 3.825 -0.04 -0.05 -0.07 0.12
H -0.722 0.057 4.055 0.16 -0.04 0.17 0.17
H -3.112 -0.218 4.013 -0.09 -0.03 -0.01 0.15
H -2.252 -1.505 3.164 -0.07 -0.05 0.02 0.12
H -5.236 -1.136 2.411 -0.03 0.00 0.11 0.14
H -3.898 -2.261 2.236 0.02 0.03 0.03 0.13
H -5.423 -0.944 -0.045 -0.03 0.04 -0.07 0.11
H -5.410 -2.619 0.453 -0.08 -0.11 -0.04 0.14
H -3.890 -2.016 -1.424 0.04 0.03 -0.11 0.10
H -3.163 -2.784 -0.194 0.10 -0.09 -0.04 0.06
H -3.358 1.807 2.376 0.03 -0.02 0.06 0.10
H -4.887 1.009 2.734 0.06 -0.10 0.01 0.15
H -5.078 2.567 0.873 0.03 0.08 -0.05 0.13
H -5.390 0.955 0.276 -0.06 0.03 -0.03 0.10
H -2.910 2.493 -0.046 0.02 0.01 -0.01 -0.01
H -3.865 1.866 -1.214 0.06 -0.06 -0.12 0.10
Te 0.436 -2.062 -3.537 0.00 -0.25 -0.09 1.45
C 2.066 -1.532 -4.733 -0.02 -0.01 0.26 -0.56
C 1.882 -0.767 -5.867 -0.03 0.14 -0.07 -0.12
C 2.979 -0.604 -6.705 0.57 -0.16 0.07 -0.11
N 4.185 -1.132 -6.453 -0.43 -0.11 0.35 0.10
C 4.327 -1.886 -5.352 -0.13 0.33 -0.40 -0.11
C 3.288 -2.132 -4.460 0.15 0.13 -0.14 -0.13
C 1.131 -1.583 -1.625 -0.86 0.44 0.32 -0.87
P 0.215 -2.604 -0.429 0.50 -0.28 -0.16 0.87
C 1.196 -2.898 1.068 -0.14 0.17 0.19 -0.40
C 0.469 -3.267 2.211 0.12 0.03 -0.05 -0.13
C 1.128 -3.598 3.387 -0.01 0.02 -0.05 -0.05
C 2.519 -3.567 3.429 -0.01 -0.01 0.00 -0.04
C 3.242 -3.213 2.298 0.10 0.02 -0.04 -0.04
C 2.586 -2.879 1.119 0.02 -0.06 0.09 -0.09
C 0.097 -4.247 -1.186 -0.03 0.08 0.08 -0.47
C 1.236 -5.042 -1.346 -0.04 -0.09 -0.01 -0.08
C 1.127 -6.282 -1.955 -0.01 0.02 0.03 -0.03
C -0.115 -6.743 -2.390 0.11 -0.05 -0.03 -0.03
C -1.248 -5.965 -2.218 -0.08 0.02 0.01 -0.05
C -1.140 -4.716 -1.618 -0.04 -0.02 -0.03 -0.13
P 1.392 0.113 -1.286 0.86 -0.35 -0.29 0.95
C 2.051 1.067 -2.665 -0.25 0.06 -0.07 -0.39
C 1.221 1.988 -3.306 0.01 -0.04 -0.07 -0.10
C 1.744 2.827 -4.282 -0.01 -0.02 0.06 -0.05
C 3.094 2.755 -4.603 -0.01 0.02 -0.03 -0.04
C 3.924 1.842 -3.958 0.04 -0.03 -0.05 -0.04
C 3.409 1.000 -2.988 0.01 0.02 -0.01 -0.08
C 2.479 0.513 0.095 -0.22 0.04 0.26 -0.36
C 2.040 1.542 0.939 0.30 0.05 -0.07 -0.13
C 2.866 2.009 1.955 -0.06 -0.02 -0.02 -0.05
C 4.135 1.466 2.119 0.03 -0.01 0.01 -0.03
C 4.582 0.465 1.262 0.08 0.02 0.06 -0.04
C 3.760 -0.013 0.253 0.04 0.00 0.03 -0.10
H 0.931 -0.304 -6.113 0.12 -0.05 0.04 0.11
H 2.886 -0.019 -7.616 0.06 -0.06 0.07 0.12
H 5.307 -2.322 -5.183 -0.06 0.06 -0.06 0.12
H 3.441 -2.777 -3.602 -0.02 0.04 -0.08 0.10
H -0.615 -3.327 2.164 0.01 -0.01 0.02 0.10
H 0.563 -3.890 4.266 0.05 -0.01 -0.08 0.12
H 3.038 -3.835 4.342 -0.04 0.03 -0.07 0.12
H 4.329 -3.207 2.329 -0.17 0.00 0.00 0.12
H 3.158 -2.617 0.240 -0.01 -0.05 -0.01 0.09
H 2.202 -4.698 -0.994 -0.05 -0.02 -0.02 0.11
H 2.010 -6.897 -2.083 -0.07 0.04 0.00 0.12
H -0.194 -7.717 -2.862 0.01 0.11 0.06 0.13
H -2.214 -6.331 -2.548 0.08 0.04 0.02 0.12
H -2.029 -4.104 -1.499 0.03 -0.02 -0.03 0.08
H 0.172 2.055 -3.036 0.02 -0.01 -0.03 0.10
H 1.105 3.549 -4.776 0.04 -0.06 0.02 0.12
H 3.507 3.423 -5.352 -0.04 -0.08 0.06 0.12
H 4.979 1.793 -4.207 -0.12 0.00 0.01 0.13
H 4.067 0.307 -2.480 -0.02 0.02 -0.03 0.10
H 1.077 2.022 0.771 0.10 0.05 -0.02 0.05
H 2.526 2.807 2.607 0.05 -0.06 -0.10 0.11
H 4.786 1.836 2.904 -0.07 -0.05 -0.10 0.12
H 5.585 0.063 1.371 -0.12 0.05 0.01 0.13
H 4.134 -0.779 -0.416 -0.05 0.05 0.02 0.10
C -0.869 5.409 -0.208 0.00 -0.05 0.07 -0.33
S -1.089 3.888 0.766 -0.02 0.03 -0.02 0.85
O -1.428 1.718 3.068 0.02 -0.05 0.03 -0.04
C -1.651 4.578 2.312 -0.04 0.16 0.05 -0.56
C -2.960 5.043 2.440 0.09 -0.03 0.13 -0.10
C -3.369 5.639 3.631 0.07 -0.08 -0.08 -0.05
C -2.478 5.764 4.691 -0.05 0.05 0.01 -0.05
C -1.175 5.296 4.566 0.04 -0.09 -0.04 -0.06
C -0.757 4.703 3.377 -0.05 0.06 0.00 -0.12
H -0.081 6.009 0.240 0.00 0.00 -0.03 0.05
H -1.799 5.972 -0.227 0.02 -0.01 -0.05 0.05
H -0.584 5.125 -1.221 -0.02 -0.01 0.08 0.04
H -3.650 4.959 1.604 0.07 0.04 0.07 0.11
H -4.381 6.015 3.726 0.07 -0.02 -0.01 0.12
H -2.795 6.247 5.611 0.04 -0.10 -0.14 0.12
H -0.477 5.411 5.389 -0.06 -0.01 -0.10 0.12
H 0.271 4.365 3.260 -0.13 0.08 0.00 0.10
```
Positions in Å, forces in eV/Å.

HOMO = -15.33 eV
Relative energy (zero: lowest compared OMol25 entry of this formula, charge and spin) = 0.0 kJ/mol
Largest force on an atom = 1.0 eV/Å
Energy = -97413.893 eV
Gap between HOMO and LUMO = 5.93 eV
Total charge = +3